(1)
Here is a structure of composition C31H64NO15S7 at a distorted geometry from the OMol25 dataset. Energies are from the ωB97M-V functional and the def2-TZVPD basis.

ORCA input file:
```
! RIJCOSX wB97M-V def2-TZVPD def2/J DEFGRID3
* xyz 1 1
H 35.7350 47.6380 17.6170
H 31.1600 43.8630 9.9390
C 33.7790 46.7110 16.9810
H 38.4630 51.9250 15.0140
C 39.4080 50.4200 14.2480
H 38.1420 49.7500 11.2490
C 36.4570 46.4960 8.8460
O 33.1380 45.5480 9.1640
H 34.8100 48.9420 11.9610
H 29.4550 45.4000 11.7010
H 33.5170 46.1860 17.9880
H 31.2430 46.1620 12.7680
H 35.0160 47.5210 4.0510
H 33.6830 47.2610 14.3070
H 35.5140 45.9380 8.8030
H 36.3710 47.6650 8.6510
H 30.7200 51.1160 9.3920
O 28.4420 51.7130 8.9280
C 33.9490 49.5980 11.8040
H 25.5860 50.6930 10.4760
O 36.2640 47.0750 11.3540
H 29.0530 51.6330 13.7830
H 29.9850 43.7710 11.7820
C 28.1110 49.1440 9.3610
H 32.6720 46.9940 16.6360
H 35.2190 45.3880 15.7970
C 26.0900 50.8040 9.5230
C 38.8630 51.6080 14.0060
C 33.6130 46.6850 5.4640
H 32.2460 48.1300 4.4330
H 33.7320 46.1510 6.5670
H 32.0630 47.8360 6.2210
H 35.8970 49.2010 5.2610
H 28.7170 49.5890 13.3680
H 33.9960 50.2540 12.5790
H 28.8070 48.4480 10.0060
S 35.2370 48.3290 15.5370
H 39.1000 47.1940 11.1690
H 33.2630 50.5220 8.6950
O 37.7350 52.1590 11.8100
H 33.4900 45.7890 4.9400
S 27.8590 50.8060 9.8420
C 31.6060 50.6140 10.0680
C 39.5030 49.4440 13.0300
C 31.3370 50.9420 14.9700
C 25.9340 49.8170 8.5710
C 34.2920 45.9090 15.8370
H 24.8630 49.5600 8.4360
C 37.6620 46.4050 8.0930
H 35.7710 46.3270 5.4020
H 30.4280 52.6170 15.5470
N 32.9890 50.7170 9.6040
H 40.4530 50.6130 14.6190
H 33.4390 51.7640 9.7360
H 38.9700 49.7200 15.0390
H 31.3200 50.9980 11.0670
H 26.1380 48.4600 10.1280
H 40.3830 49.7800 12.3600
C 32.7100 47.7880 5.4450
O 35.2580 50.1230 9.9510
C 38.8850 46.7970 9.0040
C 29.0560 49.6930 14.4270
O 28.2620 50.8640 11.2240
S 33.7010 49.2150 5.9380
C 32.8820 45.5260 11.7690
H 39.2910 52.4040 13.4750
H 33.4610 45.2550 15.4690
H 28.6420 49.2760 8.5990
H 31.1650 49.5540 10.0810
O 31.1350 49.0430 13.1040
H 30.0900 45.1420 9.5660
O 36.3100 50.9640 13.4850
H 39.0200 45.5020 10.5290
O 36.6680 48.4770 15.5110
H 34.3900 48.6620 17.7060
C 26.7030 48.6470 9.0410
C 38.1090 49.5890 12.3820
C 30.2340 51.5670 15.6030
S 36.9220 46.1100 10.4440
H 25.8080 51.8410 9.0450
O 36.6710 44.7150 10.6310
C 34.1620 50.1540 10.4270
O 31.1390 48.5810 15.6890
C 29.0310 51.2350 14.8590
H 33.3660 44.6640 11.7720
S 32.1860 45.8800 10.1710
S 30.7160 49.3710 14.4890
O 34.4130 49.3810 15.2950
H 37.6080 45.2770 8.0150
O 33.5320 49.3640 7.3050
H 35.3310 46.6920 14.1490
C 30.7800 44.8180 10.1700
C 31.5700 45.1720 12.5230
O 33.6480 50.2960 5.0630
C 38.6180 46.4390 10.3260
H 37.7120 46.9230 7.3360
H 26.4210 50.1320 7.7000
S 37.6050 51.1710 12.8780
H 33.0470 48.8620 11.9690
H 39.5480 48.3710 13.1910
H 33.4720 46.4230 12.1470
H 31.6240 44.6810 13.4650
H 28.4410 49.0190 15.2990
H 31.6390 51.6020 14.1720
H 39.1570 47.9710 8.8440
O 31.7770 47.3090 10.2910
H 35.6650 48.2260 6.6870
H 39.7920 46.5690 8.5970
C 30.3610 44.7420 11.5440
H 37.4160 48.8980 12.8390
C 34.7770 47.8920 17.1630
C 34.9650 47.1680 5.0980
H 28.2060 51.3810 15.3620
H 26.5590 47.7600 8.4530
H 32.0580 50.8160 15.7440
H 29.8400 51.3950 16.6660
C 35.2960 48.4300 5.7920
C 34.5560 46.9140 14.7650
*
```



(2)
Here is a cluster of 10 separate species, C31H66NO19S in total at a distorted geometry from the OMol25 dataset. Energies are from the ωB97M-V functional and the def2-TZVPD basis.

ORCA input file:
```
! RIJCOSX wB97M-V def2-TZVPD def2/J DEFGRID3
* xyz -1 1
H 3.0107 -0.6667 -1.4121
H -0.9603 -9.7847 2.7429
H 0.3657 3.6383 -0.3691
H -1.9973 -8.5037 2.3429
H -2.7103 -0.7567 4.2869
H 3.8497 -1.9927 3.1419
H 4.7887 4.3203 0.2329
H 3.4637 6.6853 1.5399
H -3.0613 0.5393 -0.4431
H 3.8887 3.7333 -4.9811
H -2.1903 -1.9057 0.3009
H 3.3427 5.5773 2.7089
O 2.0587 1.5133 -1.0571
C -1.6903 -4.3787 3.4989
H -1.2483 -4.9417 0.6359
C 2.6597 1.2373 -2.0601
H -0.8713 -4.2687 4.1429
H 0.8777 2.5373 0.8069
O -0.5213 1.8653 0.1649
O 2.4307 -1.0547 1.3739
H -1.5633 -5.3427 3.0639
H -0.9393 -0.6067 0.2019
H 0.0537 1.0803 -3.3691
H 2.5107 -2.6877 -0.6621
H 5.1547 -1.9047 2.1879
H 1.8247 3.7713 -3.1241
C -0.0283 -4.8297 0.3339
H -0.6173 3.5943 0.8869
C 3.2437 -3.0587 -0.0391
O -0.4753 1.1433 2.8239
H -4.8673 1.1263 3.2169
C -4.5113 0.0363 3.5089
C 4.1047 4.1613 -3.8561
H 3.7887 -0.3297 -3.1571
C -2.2343 0.7903 -1.0201
H -0.6513 2.9123 5.4019
O -0.4723 2.9623 -5.0951
H -3.7483 4.2903 2.9529
O -0.4893 -2.6817 2.1879
H 5.2397 4.4813 1.7359
C -0.9463 2.8983 4.3129
C 1.2597 4.8883 1.0089
O -2.7773 2.4053 0.3969
H -2.5883 -4.3567 4.1389
H 5.5027 5.8643 0.8219
H -0.0713 3.4523 3.7999
O 0.5597 -2.4567 -2.1391
C -2.9683 -0.0577 3.5499
H -4.4543 -2.8987 0.1069
H -1.4803 -0.0327 -1.0871
H -2.3863 1.0633 -1.9241
H -3.8393 -4.1777 -0.8211
H 3.7657 5.0883 -4.0131
H -1.1693 0.2413 -4.1951
H 1.4437 4.0463 -6.2461
O 3.2447 2.1713 -2.9101
C 0.5107 4.2043 -6.7521
O -2.5003 1.2023 3.9199
H 4.3687 -3.5027 2.4289
C 2.8927 -0.2107 -2.4401
C -0.5063 4.2623 -5.6101
H 3.3717 -4.0037 0.3989
H 0.2697 3.4073 -7.5881
H 0.9537 -8.6877 1.7039
H -1.6353 0.8223 -2.7551
C -1.2963 1.6273 3.5809
C 4.2357 -2.4757 2.3409
O -0.4303 -2.3137 -4.2931
H 0.2237 -0.1057 -0.8501
H 5.1827 3.9903 -3.7401
C 0.4267 3.6143 0.6129
H 2.0177 -0.5107 -3.0141
H 0.4567 -7.9807 3.1979
S -0.6333 -2.6467 -2.8641
C 0.5957 -6.0407 0.9799
O -1.0823 -3.9417 -2.8111
C -2.4533 3.2053 1.4879
C -1.0753 -9.0607 2.0369
C 0.0747 -8.1247 2.0859
H -1.4043 -9.2977 1.1389
H -3.9533 4.6803 1.1719
C 3.0737 3.5783 -2.9021
H 0.4287 -3.9997 0.6389
C 3.2007 -2.2387 1.2179
C -3.6643 -3.1687 -0.5471
O -2.2373 3.0523 -3.6291
C -3.8933 3.8553 1.9639
C 4.8897 5.1113 1.0219
O 0.6307 5.9563 1.1969
C -1.0313 1.0483 -3.5981
H -4.7333 3.0223 1.9909
H -1.6853 3.6553 4.1999
C 3.5417 5.6103 1.5659
N -0.1293 -0.6577 0.0009
O -2.3443 -3.7627 1.3509
C -1.2873 2.4883 -4.1561
C -1.4133 -3.5277 2.2609
O 1.7497 -6.1547 1.2549
H 0.5687 5.0743 -7.3411
O 2.6457 4.6983 1.0249
H -3.4613 -2.7007 -1.4971
H -2.0433 2.6633 2.4099
C -1.7463 1.7333 -0.0691
H -1.9563 3.9723 1.2239
H -4.7733 -0.0027 4.5169
H 0.2367 -1.5827 0.1809
O -1.5913 -1.7197 -2.2401
H -5.1713 -0.5767 2.8839
C -2.3473 -2.9417 0.1489
H 0.4167 -0.1127 0.6539
H -1.3703 4.5593 -5.9261
O -0.2793 -6.9797 1.2969
H -2.5193 -0.0477 2.4789
H 0.1177 -5.2147 -0.7421
H -1.5413 -3.0897 -0.5301
H -0.0883 4.7933 -4.8361
H 4.2507 -2.8297 -0.5051
H 3.0377 3.8833 -1.9141
*
```



(3)
Here is a cluster of 9 separate species, C31H67BN3O16 in total at a distorted geometry from the OMol25 dataset. Energies are from the ωB97M-V functional and the def2-TZVPD basis.

ORCA input file:
```
! RIJCOSX wB97M-V def2-TZVPD def2/J DEFGRID3
* xyz -1 1
H -1.7949 -0.4991 -8.3132
C -1.5731 0.6287 -4.5769
H 3.7728 4.6313 6.2455
O 1.8667 2.4056 2.0918
H 5.4394 1.5474 2.2233
O 3.4330 3.0371 4.3078
C -0.7741 -1.8463 -0.2469
C -4.5505 -1.7651 3.2304
C -0.1594 1.3036 -6.5279
H 0.7358 0.9405 -6.0263
H 7.7354 1.8339 4.3758
O -4.0569 -0.7615 -0.3175
C -5.9584 -2.2867 3.1274
H -6.0906 0.4288 2.2500
C 5.5483 1.5690 5.6573
H -2.7868 -2.5158 -4.1345
H 4.5520 1.1222 5.7531
C 2.3232 1.2534 -0.0093
H 5.9013 0.2786 3.4066
C -4.2442 -0.7634 2.1367
H 3.4755 5.2417 3.1437
H 7.3136 2.7192 2.9062
H 4.9253 5.9460 6.2842
H -7.7475 -1.7368 -0.1878
H 5.4493 2.2741 6.4897
H -7.3635 -0.8707 1.2152
H 4.7654 6.3885 3.1456
O -0.3923 -0.5886 -0.1163
H -3.5829 -3.2284 -6.6461
C -3.3416 -2.1741 -6.4819
H -0.7702 -5.8831 -1.3333
O 3.1013 1.9343 -0.5953
H -5.1521 -3.8226 1.8168
C 5.6501 2.2459 4.2684
H 3.0865 2.8060 3.4275
H -3.4626 -1.7804 -7.4962
C 5.0728 4.7171 4.5391
H 3.6737 6.4484 4.4493
C -1.9914 -1.7958 -4.3802
C 4.8195 4.8849 6.0572
O -0.4176 -6.4014 -2.0682
H 4.3895 -3.5599 1.3243
C -5.0139 0.5678 2.1806
B 0.8977 -0.5231 0.5703
C -5.7287 -2.1891 0.6055
H -4.3165 -1.3393 4.2131
H -3.5842 0.6777 -6.4021
C 6.5669 5.0568 4.2813
H -1.6023 -4.5642 2.8404
H -1.1078 -3.6024 -7.1465
H -0.3211 2.3765 -6.3852
H -6.5691 -0.4133 -0.3458
H -3.5027 -0.2714 -4.3816
H -1.9384 1.5875 -4.1966
H -2.3689 -0.4177 -2.8872
H -5.3550 -2.5204 -1.5641
C -2.7643 -0.3834 2.2473
O 1.2353 -1.9028 0.9192
H -0.6075 0.5011 -4.0756
H 4.5929 2.4049 -1.8069
H 1.9347 -0.3029 -2.6972
N -1.2259 -0.8512 -6.4831
H -6.9261 -3.6092 1.6764
N -4.4661 -1.4408 0.8366
C -1.0768 -3.2549 -6.1066
H -1.1490 -2.1242 -3.7733
N 4.7770 3.3890 4.0343
H 7.4770 3.8068 5.7514
C -5.9676 -3.1003 1.8073
H 3.2185 -2.8065 1.9516
H 0.5017 -6.5583 -1.8296
O -1.7225 -2.2242 -0.8758
H -2.6498 1.3965 -7.7901
H -1.4431 -4.0624 -5.4740
H -3.8191 -2.5744 3.1441
H 4.4566 2.8024 -3.2753
H 8.5294 4.2705 4.3968
O 2.5180 -0.5545 -3.4228
H -6.6587 -1.4559 3.1390
H -4.0970 -1.6965 -5.8592
C 7.5259 3.9371 4.6662
H -6.1210 -3.0392 3.9026
O 0.2787 -3.9071 0.5422
C -5.5443 -3.0638 -0.6358
C -6.9029 -1.2294 0.2894
O 4.1143 -2.6843 1.6143
H -6.2908 -3.8437 -0.7701
H -2.1288 -1.2717 2.3321
O -1.0568 -3.8692 3.2239
H -2.7601 2.1878 -6.2541
H -3.2412 -1.2219 -0.5916
H 0.0547 1.2023 -7.5941
H 6.6974 5.2803 3.2167
H -4.7676 1.1531 1.2940
C -2.5081 -0.4332 -3.9670
H 5.4376 4.2456 6.6827
C 7.1086 2.6325 3.9735
O 5.0543 2.3660 -2.6614
H 3.3965 -0.5622 -3.0264
H 6.8452 5.9860 4.7849
C 5.3028 1.1761 3.2424
H -4.6462 1.1642 3.0203
H -0.0182 -3.0439 -5.9546
H -0.2523 -3.8760 2.6911
C 0.2890 -2.7112 0.4741
H -4.5655 -3.5629 -0.5508
O 0.8959 0.4596 1.6614
H 6.3088 0.8235 5.8704
O 1.9126 0.0698 -0.3804
C -1.9130 -2.0113 -5.9079
H 4.2561 0.8649 3.2645
C -2.6813 1.1990 -6.7172
C -1.4167 0.5615 -6.0966
C 1.6896 1.4634 1.3637
O -1.0751 -0.9884 -7.8754
H -2.4007 0.3911 1.5783
C 4.1867 5.7317 3.8064
H -2.6078 0.0232 3.2567
*
```



(4)
Here is a cluster of 7 separate species, C31H68BrF5O10PS in total at a distorted geometry from the OMol25 dataset. Energies are from the ωB97M-V functional and the def2-TZVPD basis.

ORCA input file:
```
! RIJCOSX wB97M-V def2-TZVPD def2/J DEFGRID3
* xyz -1 1
C 3.0063 4.5914 2.5603
H 1.6935 0.2028 -2.6251
C 3.7999 3.7429 1.5796
C -3.8817 -1.4755 -0.5033
O 3.7049 -3.3742 -1.5683
H 1.3158 4.3970 1.5935
H 0.0275 0.3925 -6.0121
F -4.2565 -2.0709 3.0699
H 0.4578 -2.4726 3.9551
C -1.1191 -1.5736 -0.3712
C -4.9314 -3.2478 2.4623
H -5.4024 6.1557 0.4451
O -0.9776 3.4780 5.0158
F -5.5263 -4.0783 0.1549
H 2.7660 6.3033 1.2506
H 3.9005 -4.8364 -2.9788
C -6.2053 5.8731 1.1346
C -2.5710 -1.9176 0.3857
H 8.2498 -0.1421 -2.7140
H 1.1615 -0.7770 -3.9849
C 5.8112 -3.9278 -2.5861
H -1.4751 -4.7631 0.2046
C 0.4869 1.3276 -5.6724
H 6.3722 -3.4929 -1.7512
H -0.1829 2.1380 -5.9794
H -5.9901 3.7552 0.7479
Br -3.0939 -4.8164 -1.9782
H 6.2897 0.5511 -5.0741
H -0.2827 3.7502 4.3937
H -0.6786 1.0285 1.2806
H 4.8654 3.9901 1.6161
C -1.3121 -7.4496 -0.4607
H -7.5478 4.1962 1.4344
H 6.9964 -1.0555 -4.7845
C 4.6184 -5.5428 -1.0772
C 7.3825 0.4960 -2.5177
H -1.2221 -0.4131 -0.6403
H -6.8605 7.9125 1.4385
C 3.1475 6.0733 2.2517
H 5.9327 -1.0941 -2.5076
C -2.6114 4.1997 3.4069
H -0.7968 -7.4615 0.5915
S 1.7703 0.8339 -0.0283
F -6.0047 -3.6520 3.4460
H 3.3511 4.3935 3.5811
C -1.6839 5.7730 5.1311
H 3.4415 3.8902 0.5547
H 3.6789 2.6782 1.8064
H 0.6744 -3.7145 -1.0142
C -5.2739 -1.4639 0.3740
C -2.0967 4.3409 4.8305
H 0.5420 -6.0823 -1.0847
H -0.7720 -6.4189 -2.4795
H -1.8348 4.4661 2.6811
O 1.6305 4.2247 2.4965
C -6.7727 4.5214 0.7314
H 1.0858 2.2881 -3.8423
H 5.2330 -0.8415 -4.8837
H 4.1935 6.3904 2.3083
H 5.1370 -5.1653 -0.1888
H -3.4828 4.8396 3.2368
C -0.5974 -6.2149 -1.3163
H -7.2054 4.5587 -0.2732
O -0.6030 1.1841 -3.5346
H 5.6821 -3.1324 -3.3279
H -4.0242 -2.0695 -1.5015
H -0.8744 6.0952 4.4665
H 7.3179 0.6778 -1.4395
H -1.1349 -8.4722 -1.0200
C -1.3596 -4.7691 -0.9594
F -7.1535 -2.8156 1.3574
O 2.1063 -4.6387 1.8343
H -2.4920 -7.3109 -0.4022
C 0.6682 1.3274 -4.1630
H 5.1825 -6.3914 -1.4767
H -1.3040 5.8570 6.1549
H -6.1422 -1.1792 -0.3934
H 1.1035 -2.0694 0.3459
H 1.4457 1.4522 -6.1853
H 3.6383 -5.8996 -0.7427
C 6.1025 -0.1456 -3.0287
H -5.2837 -0.6333 1.1984
H -2.6209 -3.0094 0.8040
C -0.3563 -3.5980 -1.5533
H -6.3404 5.5256 3.0559
C -7.2807 6.9478 1.1345
C 4.4608 -4.4487 -2.1209
H -3.6901 -0.3428 -0.8252
C -5.6781 -2.9039 1.0439
H 5.1399 1.5503 -3.1942
H 4.1949 -3.0238 -0.8060
H 1.7940 -2.0648 2.5949
H -2.8736 4.0261 5.5357
H -7.7287 7.0579 0.1420
C 1.5820 0.1981 -3.7146
H -0.1491 -3.9347 -2.6825
O -5.6346 5.7763 2.4370
C 0.8194 -2.6659 2.8342
O 4.9977 0.7057 -2.7355
C 1.1933 -4.2642 2.7526
H 6.4111 -4.7279 -3.0310
F -4.0284 -4.4563 2.3808
H -2.5735 -1.2047 1.3438
C 6.1657 -0.3908 -4.5279
P 0.4729 0.1641 1.3163
H -2.5275 6.4601 5.0128
H -2.8931 3.1615 3.2009
H 2.5612 6.6710 2.9579
O -0.3244 -2.3819 1.9532
H 7.5498 1.4693 -2.9925
O -0.9166 -2.2620 -1.6310
H 2.5737 0.2889 -4.1687
H -0.9813 0.3337 -3.8135
C 0.0810 -1.6542 0.7342
O 0.5270 -5.1684 3.7036
H -8.0739 6.7088 1.8518
H 1.1966 0.1731 2.5709
*
```



Which HOMO belongs to each record? In order, -11.55 -3.71 -5.95 -4.80 eV.
Which ΔE to the lowest compared entry with this formula, charge and spin belongs to each record? In order, 1.593 0.000 0.218 7.019 eV.
Which total energy belongs to each record? In order, -141211.5507 -84430.0259 -71145.7709 -157472.1238 eV.